The ion C13H6BrCl4O4S with charge -1 at a distorted geometry, computed with the ωB97M-V functional and the def2-TZVPD basis.

Calculated values
SMILES	O=S(=O)(c1ccccc1)[C@@H](Br)Oc1c(Cl)c(Cl)c([O-])c(Cl)c1Cl
relative energy (zero: lowest compared OMol25 entry of this formula, charge and spin)	0.00	kJ/mol
LUMO energy	2.24	eV
frontier orbital gap	5.8	eV
calculated total energy	-152736.228	eV

```
! wB97M-V def2-TZVPD RIJCOSX def2/J DEFGRID3
* xyz -1 1
O 1.32298 0.46350 0.47905
S 0.25234 -0.18637 -0.25654
O -0.26000 -1.46195 0.18942
C 0.81033 -0.38025 -1.94292
C 0.13037 -1.26383 -2.77853
C 0.48423 -1.33419 -4.12281
C 1.55379 -0.57202 -4.60157
C 2.26343 0.26715 -3.73950
C 1.89444 0.36549 -2.39712
C -1.12001 1.02762 -0.24419
Br -2.27487 0.82826 -1.81777
O -1.96707 0.83696 0.88817
C -1.35620 0.53823 2.07606
C -1.76025 -0.67493 2.68675
Cl -2.92566 -1.63616 1.87124
C -1.26458 -1.02731 3.92119
Cl -1.70279 -2.48813 4.66300
C -0.32027 -0.14132 4.64739
O 0.16344 -0.45554 5.73678
C -0.00923 1.14629 3.98518
Cl 1.01265 2.21434 4.82882
C -0.53615 1.46858 2.74851
Cl -0.29485 3.03428 2.04597
H -0.67807 -1.86735 -2.37205
H -0.08891 -1.97949 -4.79026
H 1.83358 -0.63269 -5.65396
H 3.10059 0.86502 -4.10019
H 2.41468 1.01711 -1.69734
H -0.67795 2.02871 -0.25281
*
```

A structure of composition C13H6Cl5MnS, computed with the ωB97M-V functional and the def2-TZVPD basis.

Calculated values
relative energy (zero: lowest compared OMol25 entry of this formula, charge and spin)	1.44	kJ/mol
LUMO energy (spin up / spin down)	-4.24 / -4.61	eV
frontier orbital gap (spin up / spin down)	6.5 / 7.4	eV
calculated total energy	-118338.715	eV

```
! wB97M-V def2-TZVPD RIJCOSX def2/J DEFGRID3
* xyz 1 6
Mn -0.56622 -0.57123 -0.28107
C -0.27538 -1.43079 2.11743
C 0.99444 -1.70418 1.60133
C 1.13386 -2.54914 0.49960
C 0.00694 -3.12752 -0.08924
C -1.26419 -2.86191 0.42546
C -1.40887 -2.00965 1.53164
H -0.38509 -0.77298 2.96921
H 1.86887 -1.25353 2.05060
H 2.11654 -2.75076 0.09553
H 0.11685 -3.77435 -0.94854
H -2.13759 -3.31434 -0.02524
H -2.39212 -1.81004 1.93735
Cl 1.38680 2.44723 -3.84862
C 0.62876 3.14509 -2.47968
C 0.01847 2.31864 -1.52470
C -0.58244 2.93004 -0.41374
Cl -1.39085 1.93382 0.77235
C -0.60099 4.30194 -0.24471
Cl -1.37586 5.01305 1.10580
C 0.03634 5.10513 -1.19748
Cl 0.05098 6.79813 -0.99990
C 0.65809 4.52716 -2.30785
Cl 1.43833 5.51952 -3.45855
S -0.18738 -0.23724 -2.72528
C -0.00203 0.88106 -1.54122
*
```

A cluster of 2 separate species, C13H6N5O7 in total at a distorted geometry, computed with the ωB97M-V functional and the def2-TZVPD basis.

Calculated values
relative energy (zero: lowest compared OMol25 entry of this formula, charge and spin)	0.00	kJ/mol
LUMO energy	-0.42	eV
frontier orbital gap	3.8	eV
calculated total energy	-35352.126	eV

```
! wB97M-V def2-TZVPD RIJCOSX def2/J DEFGRID3
* xyz -1 1
N 2.45745 -4.11537 -0.41818
C 1.62437 -3.57239 0.19848
C 0.57861 -2.94908 0.94833
C 0.90098 -2.08101 2.00283
C -0.15247 -1.61862 2.79879
N -0.13847 -0.75668 3.90285
O 0.73761 -0.21965 4.54847
O -1.52075 -0.52246 4.20827
N -2.35704 -1.25169 3.37469
C -1.51160 -1.94026 2.56297
C -1.84941 -2.80807 1.45559
N -3.18920 -3.15786 1.03382
O -4.20422 -2.88509 1.70043
O -3.26056 -3.76823 -0.06515
C -0.78165 -3.27884 0.67901
H 1.92801 -1.77487 2.23979
H -1.01302 -3.92257 -0.16628
O 3.81554 -0.73634 0.81179
C 3.69746 0.18886 -0.03155
C 2.37100 0.47052 -0.61092
C 2.09247 1.59845 -1.32960
C 3.13269 2.50700 -1.65132
N 2.79842 3.69214 -2.37024
O 3.69639 4.51063 -2.67106
O 1.59185 3.86939 -2.67399
C 4.47211 2.24117 -1.25497
C 4.76144 1.11736 -0.51671
H 1.57371 -0.23119 -0.36363
H 1.06832 1.80479 -1.65439
H 5.23120 2.96957 -1.56236
H 5.80104 0.94320 -0.23604
*
```

A structure of composition C13H7AuCl2N2O6 at a distorted geometry, computed with the ωB97M-V functional and the def2-TZVPD basis.

Calculated values
LUMO energy (spin up / spin down)	-0.95 / -1.59	eV
frontier orbital gap (spin up / spin down)	7.2 / 7.4	eV
calculated total energy	-57591.103	eV

```
! wB97M-V def2-TZVPD RIJCOSX def2/J DEFGRID3
* xyz 0 3
Au 0.21846 0.71884 -0.11106
O -3.19624 0.19083 2.67174
C -2.03838 0.04011 2.01783
O -1.77804 -0.88451 1.28429
C -0.88391 0.71618 2.71647
C -0.80081 0.90868 4.08062
C 0.44498 1.19491 4.63092
C 1.57038 1.23867 3.82442
C 1.40221 1.07273 2.46167
N 0.18904 0.88811 1.94661
C 2.55721 0.94426 1.47612
O 3.68711 1.11886 1.85876
O 2.21347 0.58177 0.26749
H -3.87895 -0.27913 2.17094
H -1.67903 0.78136 4.69568
H 0.53785 1.33584 5.69959
H 2.56746 1.38913 4.21201
Cl 0.61803 -2.17087 -0.90029
C 0.37837 -1.65724 -2.53139
C 0.29066 -2.63748 -3.49005
C 0.14656 -2.30178 -4.83221
C 0.10313 -0.96650 -5.22249
C 0.19246 0.02391 -4.27683
Cl 0.13322 1.66089 -4.78794
C 0.31367 -0.25238 -2.85586
N 0.35597 0.79627 -2.07070
H 0.34413 -3.67304 -3.18498
H 0.07813 -3.08374 -5.57561
H -0.00073 -0.69441 -6.26313
O -1.67506 1.43078 -0.47301
O -2.41137 1.56895 0.56041
*
```

A structure of composition C13H8BCl2F4NS2Zn at a distorted geometry, computed with the ωB97M-V functional and the def2-TZVPD basis.

Calculated values
relative energy (zero: lowest compared OMol25 entry of this formula, charge and spin)	0.00	kJ/mol
LUMO energy	-0.56	eV
frontier orbital gap	7.8	eV
calculated total energy	-121788.066	eV

```
! wB97M-V def2-TZVPD RIJCOSX def2/J DEFGRID3
* xyz 0 1
Zn 0.15444 0.38007 0.95121
Cl -2.40994 -0.97896 2.87533
C -2.79962 -2.10051 1.63819
C -3.97728 -2.85186 1.75214
C -4.51897 -3.49116 0.63820
C -3.75528 -3.62245 -0.51671
C -2.57139 -2.92561 -0.67180
Cl -1.80650 -2.80465 -2.23307
C -1.97123 -2.20534 0.44686
S -0.26168 -1.70878 0.42781
H -4.52277 -2.83508 2.68839
H -5.54297 -3.84430 0.66776
H -4.19411 -4.14797 -1.36933
S 3.01496 3.69844 0.05370
C 1.92351 2.65040 0.86590
N 1.60012 1.52338 0.25431
C 2.03641 1.63358 -1.11050
C 1.76380 0.65515 -2.13258
C 2.39481 0.78269 -3.35564
C 3.39786 1.78352 -3.52309
C 3.72044 2.65902 -2.51174
C 2.92748 2.70430 -1.35810
H 1.58478 2.95705 1.86536
H 0.98026 -0.06075 -1.95575
H 2.19554 0.12333 -4.23586
H 3.98587 1.77421 -4.51126
H 4.57518 3.30134 -2.55192
F 1.20303 0.31333 2.96405
B 0.42144 1.39627 3.46670
F 1.22650 2.47260 3.71037
F -0.34932 0.96410 4.50370
F -0.42539 1.80466 2.26738
*
```

A structure of composition C13H8BF4MgNO4Se, computed with the ωB97M-V functional and the def2-TZVPD basis.

Calculated values
relative energy (zero: lowest compared OMol25 entry of this formula, charge and spin)	34.15	kJ/mol
LUMO energy	4.33	eV
frontier orbital gap	7.1	eV
calculated total energy	-105642.259	eV

```
! wB97M-V def2-TZVPD RIJCOSX def2/J DEFGRID3
* xyz -2 1
Mg -0.95439 0.20356 -0.74449
O -2.27060 -1.04085 6.00756
C -2.66123 -1.71153 5.02826
O -3.26915 -2.79703 4.98199
C -2.26556 -1.11914 3.64373
C -1.56645 0.07978 3.56444
C -1.21614 0.58128 2.32679
N -1.53360 -0.04190 1.18805
C -2.21465 -1.19804 1.24822
C -2.59125 -1.76349 2.45658
C -2.51827 -1.87198 -0.09592
O -3.23511 -2.86215 -0.09834
O -1.97206 -1.32302 -1.13158
H -1.30004 0.59571 4.47633
H -0.66187 1.50694 2.22348
H -3.13440 -2.69643 2.47633
F -1.91961 1.77654 -1.11905
B -2.57679 2.90069 -1.85769
F -3.56916 3.39803 -1.03351
F -3.07817 2.36015 -3.03480
F -1.57309 3.83811 -2.10106
Se 1.46658 -0.49335 -0.23189
C 2.82980 -0.14176 -1.51476
C 2.63409 0.65022 -2.64887
C 3.67662 0.90492 -3.52997
C 4.93881 0.37217 -3.30680
C 5.14233 -0.42975 -2.18931
C 4.10287 -0.68561 -1.30847
H 1.65689 1.07403 -2.83955
H 3.50067 1.52715 -4.40107
H 5.75364 0.58195 -3.99013
H 6.12005 -0.86138 -2.00425
H 4.25925 -1.31381 -0.44024
*
```

A structure of composition C13H8BrN2O5Pd, computed with the ωB97M-V functional and the def2-TZVPD basis.

Calculated values
relative energy (zero: lowest compared OMol25 entry of this formula, charge and spin)	20.63	kJ/mol
LUMO energy (spin up / spin down)	-4.38 / -7.16	eV
frontier orbital gap (spin up / spin down)	8.4 / 5.4	eV
calculated total energy	-100339.930	eV

```
! wB97M-V def2-TZVPD RIJCOSX def2/J DEFGRID3
* xyz 1 3
Pd -0.35906 -0.03651 0.06034
O 1.79328 -0.18228 0.07715
C 2.57897 -0.28884 1.00549
C 2.28635 -0.20900 2.42455
C 3.36624 -0.18874 3.29191
C 3.17057 -0.08004 4.65847
C 1.88792 -0.02620 5.22208
C 0.80027 -0.04236 4.40052
C 0.94053 -0.12786 2.96820
O -0.10395 -0.14675 2.27556
N 4.34542 0.00338 5.54218
O 5.43230 0.00756 5.00270
O 4.13233 0.01283 6.73426
H 3.63591 -0.46211 0.75966
H 4.37747 -0.24483 2.90764
H 1.79767 0.03169 6.29790
H -0.21023 -0.01481 4.78556
O -3.28521 -0.95940 -0.15465
C -2.21033 -0.63672 -0.14572
Br -1.72326 2.12448 -2.26547
C -0.75994 3.07039 -0.93680
C -0.75339 4.45437 -0.96667
C 0.02842 5.11820 -0.03792
C 0.77780 4.38016 0.86363
C 0.69337 3.00245 0.81822
N -0.07298 2.34552 -0.05633
H -1.34172 4.98442 -1.70068
H 0.05690 6.19918 -0.02338
H 1.41726 4.86055 1.59025
H 1.25400 2.39264 1.51669
*
```

A structure of composition C13H8Cl2NO4ReS at a distorted geometry, computed with the ωB97M-V functional and the def2-TZVPD basis.

Calculated values
LUMO energy (spin up / spin down)	-11.45 / -11.68	eV
frontier orbital gap (spin up / spin down)	7.0 / 6.1	eV
calculated total energy	-61268.465	eV

```
! wB97M-V def2-TZVPD RIJCOSX def2/J DEFGRID3
* xyz 3 4
Re -1.16400 0.30650 1.54340
O -2.34810 -2.77140 4.06940
C -1.79880 -1.84060 3.38730
O -2.38950 -1.18750 2.47460
C -0.37990 -1.51120 3.66120
C 0.44750 -2.09940 4.61300
C 1.76630 -1.65970 4.70190
C 2.23410 -0.67420 3.83020
C 1.35610 -0.12350 2.89880
N 0.06250 -0.53510 2.83170
C 1.60690 0.92040 1.85400
O 2.72740 1.48760 1.60760
O 0.60580 1.24200 1.16290
H -3.28480 -2.98060 3.88520
H 0.06140 -2.86870 5.26760
H 2.43140 -2.08750 5.43940
H 3.26290 -0.34700 3.89920
H 3.53610 1.28280 2.11070
Cl -2.43120 1.41270 0.04210
C -3.92520 0.93790 -0.68910
C -4.45350 1.74180 -1.70650
C -5.64920 1.42950 -2.33410
C -6.37710 0.28110 -2.00720
C -5.83520 -0.47140 -1.00350
Cl -6.35910 -1.97940 -0.22500
C -4.64900 -0.18760 -0.32040
S -4.58820 -1.51710 0.84480
H -3.92120 2.62970 -2.01680
H -6.03050 2.07870 -3.11020
H -7.28260 0.02260 -2.53590
*
```

A structure of composition C13H9AsNO10RuSSbSe4 at a distorted geometry, computed with the ωB97M-V functional and the def2-TZVPD basis.

Calculated values
relative energy (zero: lowest compared OMol25 entry of this formula, charge and spin)	53.58	kJ/mol
LUMO energy (spin up / spin down)	3.53 / 2.52	eV
frontier orbital gap (spin up / spin down)	6.4 / 5.4	eV
calculated total energy	-377772.498	eV

```
! wB97M-V def2-TZVPD RIJCOSX def2/J DEFGRID3
* xyz -2 5
Ru 0.03450 0.00363 0.33565
O 2.50141 -1.38248 -2.59264
As 0.77418 -1.70967 -2.48199
O 0.22634 -2.05055 -3.98626
O 0.07991 -0.33823 -1.72703
C 0.72576 -3.33375 -1.40978
C 0.18291 -4.39950 -2.12446
C 0.07363 -5.65844 -1.55376
C 0.51700 -5.87325 -0.25917
C 1.07213 -4.82779 0.45847
C 1.17414 -3.56203 -0.10970
S 1.79124 -2.32106 1.01254
O 0.68307 -2.02634 1.90498
O 2.97914 -2.85086 1.62658
O 2.01992 -1.08938 0.17243
H 2.78526 -1.08704 -1.71187
H -0.16207 -4.20694 -3.13280
H -0.36524 -6.47105 -2.11978
H 0.42272 -6.85118 0.19686
H 1.41724 -4.97832 1.47311
Se -0.51717 4.90243 2.10322
Sb -1.42277 2.68191 2.07584
Se 0.47048 0.97771 2.39373
Se -1.27867 1.78200 -0.34794
Se -3.42480 2.26634 3.32409
O -2.10206 -0.55093 1.44621
C -2.15292 -1.71479 0.98364
O -1.48103 -2.14232 0.02854
C -3.09465 -2.68245 1.66930
C -3.92470 -2.24517 2.69267
C -4.76736 -3.13994 3.34433
C -4.77746 -4.47860 2.98492
C -3.93426 -4.88362 1.96455
C -3.09294 -4.01948 1.29536
N -3.93838 -6.32070 1.58346
O -4.67771 -7.06978 2.19793
O -3.23260 -6.66938 0.66310
H -3.88360 -1.19451 2.95833
H -5.41242 -2.79600 4.14282
H -5.41332 -5.20059 3.47405
H -2.43574 -4.35225 0.50423
*
```

A structure of composition C13H9Br2EuO4PS at a distorted geometry, computed with the ωB97M-V functional and the def2-TZVPD basis.

Calculated values
LUMO energy (spin up / spin down)	-8.98 / -8.95	eV
frontier orbital gap (spin up / spin down)	4.5 / 4.6	eV
calculated total energy	-201338.590	eV

```
! wB97M-V def2-TZVPD RIJCOSX def2/J DEFGRID3
* xyz 2 8
C 3.08375 -1.49553 1.41266
C 3.66053 -0.51808 0.46424
Br 5.50716 -0.33716 0.49744
C 2.89196 0.23921 -0.43834
Br 3.74921 1.40973 -1.57154
C 1.42315 0.01647 -0.45362
C 1.00226 -1.22049 -0.85776
C -0.32994 -1.53644 -0.92217
C -1.30910 -0.64306 -0.58366
P -3.03251 -1.26479 -0.65770
O -3.71321 -1.04937 -2.17209
O -2.99559 -2.87156 -0.53721
S -4.12808 -0.63477 0.78200
C -0.90974 0.70002 -0.17432
C 0.47178 0.97592 -0.11728
C 0.88233 2.34405 0.36423
O 1.86082 2.94281 -0.04058
C -0.03444 2.92555 1.35836
C -1.34168 2.65958 1.28647
C -1.81705 1.83068 0.22003
O -2.95287 2.09558 -0.36138
H 2.59927 -2.32171 0.87937
H 2.31011 -1.05645 2.05011
H 3.85103 -1.94091 2.04062
H 1.72762 -1.97453 -1.13736
H -0.61685 -2.53786 -1.22132
H -3.85189 -1.93500 -2.55119
H -2.54425 -3.04415 0.30475
H 0.38452 3.53622 2.14875
H -2.03494 3.06104 2.01677
Eu -3.79341 1.64501 -2.02828
*
```

A structure of composition C13H9CrNO4 at a distorted geometry, computed with the ωB97M-V functional and the def2-TZVPD basis.

Calculated values
relative energy (zero: lowest compared OMol25 entry of this formula, charge and spin)	67.49	kJ/mol
LUMO energy (spin up / spin down)	-9.15 / -10.52	eV
frontier orbital gap (spin up / spin down)	6.3 / 4.9	eV
calculated total energy	-51706.912	eV

```
! wB97M-V def2-TZVPD RIJCOSX def2/J DEFGRID3
* xyz 2 5
Cr -0.88099 -0.94910 0.93172
C -2.25803 -0.95952 2.43064
O -2.95011 -0.86131 3.35982
C -0.17134 -2.46412 -0.25206
O 0.41810 -3.26507 -0.86234
C 0.83397 -0.57026 1.63297
O 1.93806 -0.30899 1.92513
C -1.52683 -0.04044 -0.56338
O -1.89955 0.59209 -1.48415
C 2.37599 1.47938 -1.95283
H 1.76607 2.22760 -2.48745
H 3.17401 1.83556 -1.27583
C 2.37908 0.19849 -2.36884
H 2.97459 -0.55698 -1.77536
H 1.58532 -0.19116 -3.07293
N -0.57425 1.11301 1.09247
C -0.90202 2.08586 1.68653
C -1.51865 3.01813 2.54507
C -0.80341 3.95102 3.33775
C -1.47493 4.74622 4.28610
C -2.84214 4.58715 4.53895
C -3.54964 3.74483 3.69158
C -2.90960 2.95011 2.75522
H 0.28833 4.02383 3.26370
H -0.92764 5.50498 4.86107
H -3.32892 5.11546 5.37340
H -4.61978 3.70298 3.78956
H -3.47301 2.21114 2.20748
*
```

A structure of composition C13H9NO4Pd at a distorted geometry, computed with the ωB97M-V functional and the def2-TZVPD basis.

Calculated values
LUMO energy (spin up / spin down)	-8.05 / -12.13	eV
frontier orbital gap (spin up / spin down)	7.5 / 3.4	eV
calculated total energy	-26764.660	eV

```
! wB97M-V def2-TZVPD RIJCOSX def2/J DEFGRID3
* xyz 2 3
Pd 1.68927 -2.17273 0.59183
C 0.25957 -1.63550 1.77179
O -0.49269 -1.23161 2.53737
C 3.19105 -3.39496 0.59299
O 3.92346 -4.20841 0.98291
C 2.84902 -0.28512 0.28182
O 3.33721 0.74137 0.57815
C 0.68841 -2.86227 -1.25589
O -0.08550 -3.41888 -1.88078
C 2.53830 -0.62374 -3.09330
H 1.47502 -0.85094 -3.31678
H 2.56450 0.39388 -2.65098
C 3.41154 -1.58384 -2.75791
H 4.26201 -1.43001 -2.10743
H 3.20047 -2.64193 -2.83369
N 0.38063 0.62721 -0.73817
C -0.53876 1.08182 -0.19043
C -1.68238 1.58764 0.46817
C -1.88839 2.96494 0.55542
C -3.02353 3.46546 1.23295
C -3.90535 2.53927 1.80235
C -3.71059 1.16699 1.70463
C -2.58894 0.67173 1.01426
H -1.15041 3.60713 0.07112
H -3.15533 4.55106 1.25740
H -4.78982 2.91027 2.33443
H -4.39374 0.42011 2.14578
H -2.36502 -0.38891 0.90197
*
```